{"formula": "C3H4N2O", "method": "the ωB97M-V functional and the def2-TZVPD basis", "e_homo_ev": -9.38, "total_charge": 0, "smiles": "C=C=O.N#CN", "orbital_gap_ev": 9.838, "e_lumo_ev": 0.5, "e_above_lowest_ev": 2.007, "total_energy_ha": -301.413459, "elements": ["C", "N", "H", "C", "H", "C", "H", "O", "H", "N"], "positions_angstrom": [[-0.676, -0.905, 1.189], [1.910, 1.242, -0.988], [-1.044, 1.081, -1.872], [0.492, -1.424, 0.894], [0.800, -1.500, -0.142], [0.752, 1.158, -0.994], [-1.066, 1.451, -0.222], [-1.715, -0.436, 1.459], [1.170, -1.722, 1.682], [-0.583, 0.983, -0.979]], "nbo_charge": [0.72, -0.38, 0.41, -0.78, 0.27, 0.41, 0.42, -0.49, 0.27, -0.86]}

{"formula": "C31H53BaBrNO3P3", "method": "the ωB97M-V functional and the def2-TZVPD basis", "e_homo_ev": -11.83, "total_charge": 2, "orbital_gap_ev": 3.775, "e_lumo_ev": -8.1, "total_energy_ha": -5116.492007, "elements": ["N", "C", "H", "H", "H", "C", "H", "C", "C", "H", "H", "C", "H", "H", "H", "C", "C", "C", "C", "H", "H", "H", "H", "C", "C", "H", "H", "H", "H", "H", "H", "C", "P", "H", "H", "C", "C", "Ba", "H", "H", "H", "C", "H", "C", "H", "H", "C", "C", "C", "H", "H", "C", "P", "C", "H", "Br", "C", "H", "C", "H", "H", "H", "H", "C", "C", "C", "O", "H", "H", "C", "C", "H", "H", "H", "O", "H", "H", "H", "H", "H", "C", "H", "C", "H", "H", "H", "H", "H", "C", "P", "O", "H", "H"], "positions_angstrom": [[2.191, -5.454, -0.104], [-2.258, -0.945, -5.028], [3.928, 1.563, 2.664], [-5.162, 0.259, -2.304], [3.752, 3.276, 3.139], [-0.984, -4.662, 0.762], [-4.723, -0.491, -3.858], [0.396, -2.406, 2.566], [-3.279, -2.970, 2.540], [1.030, 3.352, -3.608], [-1.676, -1.130, -5.940], [0.990, 4.880, 4.360], [-3.157, -2.078, -2.595], [-1.992, 3.126, 3.728], [-0.414, -4.270, 3.391], [-2.780, 1.702, -2.385], [3.001, -4.518, 0.399], [1.610, 4.007, 5.423], [-1.348, -0.289, -3.999], [-3.353, 3.029, 2.617], [0.835, -1.477, 2.966], [-4.212, -2.687, 3.046], [-2.021, 2.085, 0.831], [1.885, 1.368, -3.209], [-4.782, -0.654, -2.774], [-3.588, -1.272, -1.083], [4.400, 2.262, 0.291], [-3.925, 1.676, -4.261], [-1.727, 1.135, 2.295], [-2.043, 2.368, -1.901], [-3.102, -0.309, -5.319], [2.914, -1.930, -2.272], [-0.868, -1.799, 1.358], [3.375, -4.659, 1.417], [-3.026, -0.942, 1.853], [4.154, 2.788, -2.326], [-3.462, -1.112, -2.167], [1.383, 3.476, -0.487], [5.026, 3.365, -2.029], [-0.841, -2.814, 4.325], [-3.558, -3.432, 1.587], [2.984, -0.758, -2.612], [-2.294, 2.376, -4.415], [3.642, 2.562, 2.309], [-2.644, -1.913, -4.689], [5.527, 3.017, 1.415], [2.093, -4.267, -2.185], [-2.270, 3.190, 2.669], [3.354, -3.378, -0.327], [2.628, 3.700, 5.154], [4.207, 3.982, 0.753], [1.877, 2.781, -3.213], [0.931, 2.572, 2.947], [1.805, -5.377, -1.381], [1.678, 4.597, 6.342], [2.695, 5.663, -1.730], [4.475, 2.978, 1.119], [0.047, -4.913, 1.043], [-1.108, -3.246, 0.215], [-2.151, -1.308, 3.344], [1.721, -4.221, -3.206], [1.006, 3.117, 5.641], [-0.340, -3.091, -0.563], [4.204, 1.383, -2.452], [-0.059, -3.287, 3.722], [2.812, -3.205, -1.615], [2.241, 2.518, 1.876], [1.008, 0.795, -3.527], [-1.651, -4.860, 1.610], [-2.430, -1.719, 2.362], [2.945, 3.354, -2.589], [5.126, 0.831, -2.241], [-0.968, 0.666, -4.391], [0.798, -3.467, 4.384], [-0.149, 2.342, 1.649], [-5.534, -1.437, -2.614], [-2.070, 4.197, 2.286], [0.007, 5.231, 4.697], [-3.662, 1.682, -1.729], [3.980, -2.613, 0.127], [3.041, 0.673, -2.798], [1.613, 5.767, 4.190], [-1.591, 2.126, 1.840], [-3.578, 3.273, -3.606], [-1.261, -5.370, -0.032], [1.189, -2.902, 1.987], [-2.796, -3.724, 3.173], [1.225, -6.211, -1.785], [-3.157, 2.269, -3.748], [-1.992, 0.020, -2.284], [0.811, 4.224, 3.071], [-0.471, -0.937, -3.827], [-2.084, -3.104, -0.278]], "lowdin_charge": [0.07, -0.14, 0.13, 0.07, 0.12, -0.15, 0.06, -0.43, -0.15, 0.14, 0.08, -0.27, 0.07, 0.08, 0.06, -0.45, -0.13, -0.12, -0.45, 0.10, 0.05, 0.08, 0.11, 0.01, -0.14, 0.05, 0.06, 0.07, 0.09, 0.03, 0.06, 0.09, 0.92, 0.12, 0.05, -0.10, -0.43, 1.76, 0.14, 0.06, 0.07, 0.06, 0.06, -0.25, 0.07, 0.11, 0.00, -0.07, -0.01, 0.07, 0.06, -0.21, 0.97, -0.12, 0.10, 0.33, -0.09, 0.05, -0.43, 0.07, 0.12, 0.07, 0.05, 0.03, -0.15, -0.23, -0.56, 0.10, 0.05, -0.45, -0.48, 0.15, 0.05, 0.08, -0.51, 0.08, 0.08, 0.12, 0.07, 0.12, -0.19, 0.12, -0.27, 0.08, 0.08, 0.05, 0.06, 0.12, -0.15, 0.93, -0.34, 0.05, 0.05]}

{"formula": "C18H44Br6O12S4", "method": "the ωB97M-V functional and the def2-TZVPD basis", "e_homo_ev": -10.40, "total_charge": 0, "smiles": "CCOS(C)(=O)=O.CCOS(C)(=O)=O.CCOS(C)(=O)=O.CCOS(C)(=O)=O.BrCCBr.BrCCBr.BrCCBr", "orbital_gap_ev": 10.436, "e_lumo_ev": 0.0, "e_above_lowest_ev": 0.000, "total_energy_ha": -18651.861214, "elements": ["C", "O", "H", "H", "H", "C", "O", "H", "H", "C", "Br", "C", "Br", "H", "H", "H", "C", "C", "O", "H", "C", "H", "C", "H", "O", "H", "H", "H", "H", "H", "H", "H", "O", "H", "H", "H", "Br", "C", "O", "H", "H", "C", "O", "C", "Br", "H", "H", "Br", "H", "H", "S", "H", "C", "H", "H", "C", "H", "H", "S", "C", "H", "O", "C", "C", "S", "S", "H", "H", "O", "O", "H", "H", "C", "H", "H", "H", "O", "C", "H", "H", "Br", "H", "O", "H"], "positions_angstrom": [[-4.728, -4.126, -1.345], [1.866, 1.434, 1.236], [-0.200, 4.686, 6.661], [0.131, 5.811, 1.610], [-0.134, 1.813, -4.015], [4.797, -0.296, 2.473], [-2.090, 2.380, 5.124], [-2.938, -3.223, -5.590], [-5.888, -2.831, 3.077], [0.083, 3.952, 0.518], [5.963, -0.150, 0.917], [-0.255, 5.456, 0.664], [2.643, -1.650, 3.736], [-1.509, 4.905, 5.473], [-0.241, 0.570, 0.678], [-4.111, -5.816, -0.060], [3.780, 2.937, 0.291], [3.151, -2.698, -4.975], [1.516, 3.830, 0.733], [-4.240, -4.552, -2.222], [-0.392, -1.300, -0.188], [4.113, 0.541, 2.560], [0.272, 0.801, -4.035], [0.367, 5.913, -0.090], [1.536, -1.033, -5.549], [0.223, -0.705, 1.764], [1.409, 5.617, 5.067], [0.108, 6.834, 5.411], [-4.642, -3.036, -1.364], [-4.430, -2.276, 3.941], [1.064, 1.354, 3.974], [2.380, -3.416, -4.741], [0.120, 0.531, -6.694], [3.447, -0.619, -4.773], [-0.563, 0.099, -4.074], [3.488, -1.509, 1.281], [-2.294, -0.478, 1.647], [-0.011, 1.201, 3.977], [0.055, 3.588, 4.862], [-0.463, 3.404, 1.283], [4.008, -3.022, -4.406], [-4.080, -4.724, -0.154], [-2.671, -3.864, 2.138], [-0.433, -0.470, 0.932], [1.542, -1.331, -0.806], [2.277, -1.272, -3.587], [-3.056, -4.381, -0.061], [-1.855, -2.432, -3.491], [3.225, -2.675, -6.050], [-1.318, 5.599, 0.546], [-4.089, -4.096, 2.376], [-0.964, -0.945, -1.034], [-4.846, -2.566, 2.984], [5.423, -0.360, 3.357], [0.906, 0.555, -3.176], [3.967, -1.586, 2.252], [0.162, -3.277, -5.479], [4.519, -2.510, 2.328], [2.052, 2.439, 0.230], [2.699, -1.377, -4.580], [-1.945, -4.499, -4.996], [2.322, 1.387, -5.695], [0.357, 5.869, 4.981], [-0.438, 4.744, 5.594], [-0.660, 2.245, 5.311], [1.154, 0.494, -5.721], [-0.140, 3.622, -0.484], [-0.361, 1.749, 3.115], [-4.520, -5.219, 3.160], [-0.135, 1.849, 6.578], [4.570, 2.217, 0.148], [-4.728, -1.783, 2.257], [-0.748, -3.059, -6.022], [-0.790, -2.002, -6.305], [-0.649, -2.343, -0.044], [0.164, 5.968, 3.904], [1.572, 2.205, -1.118], [-1.982, -3.439, -5.130], [-0.193, 0.138, 4.070], [3.944, 3.680, -0.487], [-0.879, -4.259, -7.618], [-5.764, -4.444, -1.359], [-4.883, -4.111, 0.998], [3.877, 3.340, 1.301]], "lowdin_charge": [-0.09, -0.32, 0.13, 0.06, 0.06, -0.67, -0.29, 0.05, 0.06, -0.23, 0.66, -0.03, 0.63, 0.12, 0.03, 0.13, -0.11, -0.07, -0.25, 0.07, -0.62, 0.03, -0.09, 0.08, -0.31, 0.04, 0.08, 0.08, 0.08, 0.07, 0.05, 0.07, -0.28, 0.11, -0.01, -0.02, 0.72, -0.14, -0.27, 0.11, 0.09, -0.20, -0.34, -0.69, 0.70, 0.05, 0.09, 0.71, 0.10, 0.08, 0.58, 0.03, -0.13, 0.05, 0.01, -0.65, 0.02, 0.05, 0.57, -0.20, 0.03, -0.31, -0.07, -0.25, 0.59, 0.61, 0.11, 0.03, -0.28, -0.27, 0.01, 0.01, -0.64, 0.04, 0.06, 0.06, -0.30, -0.69, 0.06, 0.08, 0.59, 0.08, -0.29, 0.08]}